Record 1
19
Properties=species:S:1:pos:R:3:forces:R:3 method="wB97M-V/def2-TZVPD" e_lumo_ev=0.78 homo_lumo_gap_ev=10.25 homo_energy_ev=-9.474 charge=0 relative_energy_ev=2.388
C 0.0875 -0.2631 -0.3100 -0.1617 0.1909 0.4584
C 0.0720 -1.7599 0.0238 0.0783 -0.1335 0.3927
C 1.1039 0.0170 -1.4247 0.0701 0.3102 -0.1714
N -1.2409 0.2339 -0.7807 0.0651 -0.5602 0.0619
C 0.4849 0.5884 0.9283 0.4198 1.0554 0.1523
N -0.0864 1.9203 0.9666 -0.0045 -1.5687 0.0687
O -2.2454 -0.1990 0.1708 -0.0681 0.6610 -0.0879
N 1.3987 0.1988 1.7459 -1.2373 0.2161 -0.8648
H -2.7660 0.6130 0.3302 0.3838 -0.6338 -0.1148
H -1.4941 -0.2961 -1.6192 0.2495 0.1620 0.1862
H -0.9327 1.9954 0.4028 0.4614 -0.0635 0.0664
H -0.2899 2.1776 1.9249 0.1830 0.1658 -0.0767
H 1.5762 0.9428 2.4248 0.0826 -0.1528 -0.0506
H -0.2898 -2.3512 -0.8245 0.0393 0.1971 -0.0143
H -0.5667 -1.9779 0.8862 0.0655 0.1397 -0.2131
H 1.0780 -2.1110 0.2792 -0.1697 0.1978 -0.0747
H 1.1456 1.0843 -1.6695 -0.1048 -0.1486 0.0579
H 0.8534 -0.5319 -2.3396 -0.0446 0.0052 0.1456
H 2.1118 -0.2814 -1.1154 -0.3078 -0.0401 0.0782

Record 2
24
Properties=species:S:1:pos:R:3:forces:R:3 method="wB97M-V/def2-TZVPD" spin_multiplicity=3 e_lumo_ev="-8.79 / -12.28" homo_lumo_gap_ev="7.63 / 4.84" homo_energy_ev="-16.417 / -17.119" charge=+2 relative_energy_ev=0.607
C 3.4397 0.1653 0.4269 -3.7597 0.0562 -0.3090
C 1.3539 -0.5186 0.0450 2.2615 -0.7429 -0.9881
C 1.4692 0.8965 -0.0582 2.8160 1.8534 0.1714
C 0.3370 -1.3666 -0.5080 -5.0580 0.4529 0.4049
C -0.5729 1.6620 -0.4731 -5.0002 -3.0205 -1.9125
C -1.0596 -0.7552 1.3845 -1.2659 -3.5175 0.4547
C -2.0289 -1.1298 -0.8249 -3.3758 1.0276 -0.0688
N 2.7455 1.2389 0.1998 0.1667 1.7122 0.0137
N 2.5915 -0.9101 0.3383 0.2670 -0.4962 -0.3141
N 0.6362 1.9447 -0.3605 3.7024 0.7312 0.9751
N -1.7405 2.1285 -0.4155 -1.5557 3.6194 1.7197
N -0.9134 -0.7401 -0.0349 2.1426 -1.0054 -1.9395
O 0.2664 -2.2675 -1.2863 2.1149 0.1871 0.1921
H 4.3835 0.0086 0.7781 2.7704 0.1812 0.5337
H -2.0426 -0.3009 1.6096 1.1325 0.3943 0.7338
H -1.1262 -1.8808 1.7103 -0.4326 1.7478 -0.3990
H -0.0963 -0.5317 1.7783 0.1521 1.3753 1.2827
H -1.7625 -1.6159 -1.7638 -0.0253 -0.3144 0.5047
H -2.8120 -1.6935 -0.1887 1.3324 0.5435 -1.2578
H -2.5564 -0.1753 -1.1712 0.3363 -1.2281 0.5109
H 2.9775 -1.7972 0.1165 -0.0622 -1.5053 0.2665
H 1.0583 2.8736 -0.5381 0.0762 -0.2144 0.6073
H -2.0193 2.9902 0.2128 0.7525 -1.5116 -1.7428
H -2.5282 1.7751 -0.9771 0.5120 -0.3258 0.5605

Record 3
30
Properties=species:S:1:pos:R:3:forces:R:3 method="wB97M-V/def2-TZVPD" spin_multiplicity=6 e_lumo_ev="-0.46 / -3.39" homo_lumo_gap_ev="5.10 / 5.97" homo_energy_ev="-5.561 / -9.359" charge=0
In -2.3847 0.0509 -3.5557 -1.1650 -0.4467 -0.9178
Cl -2.5408 -1.1937 -1.5736 0.0828 0.0139 0.3623
C -1.7598 -1.1360 -5.2758 0.6240 0.4131 0.3231
C -4.0538 1.4459 -3.6662 0.6801 0.3956 0.2568
H -1.9520 -0.5864 -6.2057 0.0816 -0.1716 0.2784
H -0.6842 -1.3295 -5.1667 -0.3148 -0.1329 -0.2904
H -2.3101 -2.0830 -5.2711 0.0987 0.2239 0.1112
H -4.1239 1.8840 -4.6691 -0.0136 -0.0857 0.3108
H -3.8664 2.2304 -2.9201 -0.3366 -0.0990 -0.2917
H -4.9749 0.9100 -3.4135 0.2687 0.0280 -0.0200
Pt 0.7207 0.2432 0.0933 -0.2196 -0.5816 2.0922
C 0.5326 -1.6689 -0.5734 0.9179 -3.2933 -1.3339
C 0.8937 1.2564 -1.3981 -0.4404 4.1445 -4.3967
H 0.3684 -1.6759 -1.6639 -0.0013 0.0058 0.4370
H 1.5140 -2.1194 -0.3359 -0.4434 -0.1704 -0.2292
H -0.2602 -2.2065 -0.0347 0.1776 0.3452 -0.2011
H 0.4258 2.2320 -1.6383 0.6318 -0.4168 0.0819
H 1.5999 0.9295 -2.1815 -0.2578 -0.1403 0.2124
O 0.5468 -0.6196 1.7892 -0.9436 -0.1415 2.3564
N 1.4141 0.1384 2.5203 -0.6170 -0.5286 -0.1676
C 2.6827 -0.3276 2.6810 2.6268 0.1644 0.5556
C 3.5801 0.4802 3.3701 -0.7184 -1.1983 -1.0692
C 3.1195 1.6561 3.9603 0.9726 0.7672 0.6094
C 1.7400 1.8738 4.0654 -1.7926 -0.7352 -0.7856
C 0.8669 1.0530 3.3734 0.1555 1.9390 1.4398
H 2.9310 -1.2597 2.1907 -0.0727 0.0899 0.0861
H 4.6222 0.1812 3.4072 -0.1573 0.0275 0.0603
H 3.8179 2.3680 4.3980 -0.1872 -0.2961 -0.0020
H 1.3184 2.6718 4.6666 0.1242 -0.0802 -0.0576
H -0.2108 1.1593 3.3112 0.2390 -0.0398 0.1891

Record 4
8
Properties=species:S:1:pos:R:3:forces:R:3 method="wB97M-V/def2-TZVPD" e_lumo_ev="-0.61 / -1.02" homo_lumo_gap_ev="7.30 / 6.66" homo_energy_ev="-7.912 / -7.686" charge=0 relative_energy_ev=6.194
C 1.0868 -0.3210 0.7802 -1.9580 0.7187 -0.1914
C -0.8190 0.7531 0.8448 2.2649 -1.6350 -2.5418
C 0.0957 0.0538 -0.0885 0.2233 0.3839 2.5700
C -0.4016 -0.1961 -1.3621 3.3886 -0.6818 0.8923
H 1.9612 -0.2706 1.4425 -0.7591 0.4442 -0.6740
H -0.6074 0.7631 1.8759 0.5146 0.1148 1.8405
H -1.3333 0.0878 -1.4595 -4.5372 1.5640 -0.8883
H 0.0176 -0.8700 -2.0334 0.8629 -0.9088 -1.0072

Record 5
61
Properties=species:S:1:pos:R:3:forces:R:3 method="wB97M-V/def2-TZVPD" smiles=CCOc1ccc(CNc2ccc(N3CCN(Cc4ccccc4)CC3)cc2)cc1 e_lumo_ev=0.87 homo_lumo_gap_ev=7.71 homo_energy_ev=-6.842 charge=0 relative_energy_ev=1.338
C 1.5668 0.4896 -9.2377 -0.1138 -0.2350 0.3769
C 1.6012 -0.2808 -7.9269 0.3275 0.1260 -0.1576
O 0.2710 -0.6220 -7.5946 -0.1987 -0.0111 0.0041
C 0.0360 -1.3181 -6.4487 -0.1376 -0.0998 0.1188
C 1.0110 -1.7452 -5.5546 0.1240 0.1762 -0.3208
C 0.6480 -2.4502 -4.4196 -0.2309 -0.0668 0.0681
C -0.6790 -2.7366 -4.1451 0.0830 -0.0550 -0.0385
C -1.6505 -2.3061 -5.0423 0.1494 -0.0124 0.0305
C -1.3023 -1.6096 -6.1790 0.1226 0.1011 -0.1645
H -2.0512 -1.2721 -6.8781 -0.0901 0.0465 -0.0885
H -2.6923 -2.5174 -4.8457 -0.1246 -0.0023 0.0269
C -1.0693 -3.5181 -2.9113 -0.0034 0.0182 0.0081
N -0.1068 -3.3850 -1.8427 0.0317 -0.6399 -0.0761
C -0.0520 -2.2459 -1.0561 0.1347 0.2513 0.2423
C 0.5966 -2.2893 0.1764 -0.0662 -0.0527 -0.2007
C 0.7147 -1.1659 0.9700 -0.0429 0.1448 0.0930
C 0.1904 0.0634 0.5660 0.0195 -0.2085 -0.3022
C -0.4420 0.1030 -0.6799 0.0066 0.0371 0.2313
C -0.5702 -1.0196 -1.4704 -0.0979 -0.2028 -0.0233
H -1.0584 -0.9332 -2.4283 -0.0356 0.0309 -0.0859
H -0.8294 1.0386 -1.0542 0.0005 0.0901 -0.0303
N 0.3448 1.2460 1.2972 0.2023 0.3294 0.0531
C 1.1647 1.2629 2.4872 0.0392 -0.1849 0.2207
C 0.3855 0.8490 3.7393 0.2949 0.0660 -0.1181
N -0.7476 1.7423 3.9062 -0.1073 -0.0456 0.0271
C -1.6033 1.6739 2.7375 0.0015 0.1795 -0.2548
C -0.8087 2.0975 1.4962 -0.3919 -0.0382 0.1339
H -1.4594 2.0690 0.6242 0.0515 0.0595 0.0205
H -0.4517 3.1228 1.6386 -0.1005 -0.0074 -0.0324
H -2.4476 2.3532 2.8806 -0.0201 -0.0435 -0.0039
H -1.9996 0.6524 2.5791 -0.0085 0.0654 0.0199
C -1.4649 1.4789 5.1408 -0.0651 0.0404 -0.0987
C -0.6273 1.8328 6.3396 -0.0253 -0.0611 0.0993
C 0.0878 3.0247 6.3513 -0.0321 -0.0053 0.0157
C 0.8569 3.3708 7.4464 0.0234 0.0766 -0.0011
C 0.9151 2.5325 8.5480 0.0523 -0.0214 0.1119
C 0.2040 1.3456 8.5450 0.0362 -0.0189 0.1276
C -0.5601 0.9963 7.4444 -0.0529 0.0288 -0.0957
H -1.1100 0.0653 7.4454 -0.0439 -0.0919 -0.0290
H 0.2467 0.6867 9.4002 0.0108 -0.0475 0.0646
H 1.5141 2.8033 9.4052 0.0498 0.0173 0.0630
H 1.4116 4.2980 7.4441 0.0392 0.0743 -0.0031
H 0.0390 3.6674 5.4856 0.0171 0.0708 -0.0984
H -2.3626 2.1080 5.1412 0.0068 -0.1114 -0.0363
H -1.7945 0.4253 5.2091 -0.0046 0.0939 0.0092
H 1.0266 0.9310 4.6201 0.0095 -0.0668 -0.0485
H 0.0510 -0.2008 3.6459 0.0094 0.0443 0.0485
H 2.0407 0.6305 2.3448 0.0067 0.0464 0.0079
H 1.5066 2.2946 2.6263 0.0496 -0.0829 0.0537
H 1.2205 -1.2683 1.9175 0.0102 0.0279 0.0883
H 1.0128 -3.2266 0.5221 0.0489 -0.0784 0.0304
H 0.0974 -4.2351 -1.3402 -0.0944 0.1014 -0.0802
H -2.0755 -3.2029 -2.5909 0.0731 -0.0495 -0.0388
H -1.1264 -4.5791 -3.1783 -0.0334 0.0914 0.1244
H 1.4102 -2.7719 -3.7265 0.0613 -0.0136 0.0914
H 2.0550 -1.5362 -5.7277 0.0784 0.0428 -0.0497
H 2.0416 0.3399 -7.1338 -0.0396 -0.1302 -0.0446
H 2.2084 -1.1905 -8.0383 -0.0649 0.0954 0.0879
H 2.5748 0.7714 -9.5283 0.0950 0.0393 -0.0492
H 0.9631 1.3858 -9.1246 -0.0282 0.1081 -0.0218
H 1.1282 -0.1264 -10.0179 -0.0123 -0.0360 -0.1063

What did the second record say?
24
Properties=species:S:1:pos:R:3:forces:R:3 method="wB97M-V/def2-TZVPD" spin_multiplicity=3 e_lumo_ev="-8.79 / -12.28" homo_lumo_gap_ev="7.63 / 4.84" homo_energy_ev="-16.417 / -17.119" charge=+2 relative_energy_ev=0.607
C 3.4397 0.1653 0.4269 -3.7597 0.0562 -0.3090
C 1.3539 -0.5186 0.0450 2.2615 -0.7429 -0.9881
C 1.4692 0.8965 -0.0582 2.8160 1.8534 0.1714
C 0.3370 -1.3666 -0.5080 -5.0580 0.4529 0.4049
C -0.5729 1.6620 -0.4731 -5.0002 -3.0205 -1.9125
C -1.0596 -0.7552 1.3845 -1.2659 -3.5175 0.4547
C -2.0289 -1.1298 -0.8249 -3.3758 1.0276 -0.0688
N 2.7455 1.2389 0.1998 0.1667 1.7122 0.0137
N 2.5915 -0.9101 0.3383 0.2670 -0.4962 -0.3141
N 0.6362 1.9447 -0.3605 3.7024 0.7312 0.9751
N -1.7405 2.1285 -0.4155 -1.5557 3.6194 1.7197
N -0.9134 -0.7401 -0.0349 2.1426 -1.0054 -1.9395
O 0.2664 -2.2675 -1.2863 2.1149 0.1871 0.1921
H 4.3835 0.0086 0.7781 2.7704 0.1812 0.5337
H -2.0426 -0.3009 1.6096 1.1325 0.3943 0.7338
H -1.1262 -1.8808 1.7103 -0.4326 1.7478 -0.3990
H -0.0963 -0.5317 1.7783 0.1521 1.3753 1.2827
H -1.7625 -1.6159 -1.7638 -0.0253 -0.3144 0.5047
H -2.8120 -1.6935 -0.1887 1.3324 0.5435 -1.2578
H -2.5564 -0.1753 -1.1712 0.3363 -1.2281 0.5109
H 2.9775 -1.7972 0.1165 -0.0622 -1.5053 0.2665
H 1.0583 2.8736 -0.5381 0.0762 -0.2144 0.6073
H -2.0193 2.9902 0.2128 0.7525 -1.5116 -1.7428
H -2.5282 1.7751 -0.9771 0.5120 -0.3258 0.5605